This record from the Open Molecules 2025 dataset describes one molecule with the formula C7H16BN3O4 in a non-equilibrium geometry. The level of theory is the ωB97M-V functional and the def2-TZVPD basis.

```
31
Properties=species:S:1:pos:R:3:forces:R:3
C -2.103808 0.235464 3.253458 0.548 0.759 0.139
C -1.952032 0.962502 1.917558 0.186 -0.427 -0.086
N -1.044574 0.194034 1.018782 -2.740 0.046 -1.911
C -1.117494 0.185294 -0.373073 1.710 -0.123 0.799
O -1.779645 0.896864 -1.127200 -0.558 0.218 1.549
C -0.175298 -0.823333 -1.020221 0.390 0.120 1.415
N -0.998681 -1.753916 -1.736386 0.092 -1.917 1.719
C 0.795719 -0.100601 -1.899004 0.744 1.810 -1.361
C 1.838793 -0.973808 -2.642499 0.725 0.602 -0.183
C 2.630651 -1.710738 -1.587892 0.170 -1.147 0.418
N 3.967924 -1.299770 -1.399644 -0.402 -0.264 0.337
O 2.096706 -2.616423 -0.935628 1.610 1.339 -0.591
B -1.154711 2.275301 1.993819 -0.673 0.032 1.738
O -0.862535 2.638822 3.293661 0.782 1.349 -0.803
O -0.754284 2.834184 0.852276 -0.024 0.686 -1.243
H -2.579615 0.875356 4.031446 0.327 -0.520 -0.684
H -1.141117 -0.139706 3.643933 -0.272 0.411 -0.119
H -2.683408 -0.610719 3.025627 -1.011 -1.306 0.258
H -2.936562 1.079253 1.447420 0.280 -0.139 -0.151
H -0.222632 -0.097076 1.476932 0.982 -0.851 0.043
H 0.368471 -1.361241 -0.210640 -0.382 0.155 -0.692
H -1.628208 -2.146277 -1.002004 0.405 0.065 -1.290
H -1.538992 -1.300427 -2.422740 -0.880 0.759 -0.824
H 0.229877 0.592135 -2.560693 0.070 -0.985 -0.289
H 1.344290 0.699974 -1.381505 0.080 -0.512 0.682
H 2.606232 -0.423447 -3.232430 -0.896 0.344 0.317
H 1.371117 -1.639929 -3.366513 -0.077 -0.343 0.430
H 4.480916 -0.524191 -1.846255 -1.152 -0.794 0.165
H 4.481347 -1.739669 -0.637205 -0.441 0.078 -0.366
H -0.349686 3.466024 3.313588 -0.146 -0.344 0.180
H -1.188761 2.326065 0.113031 0.555 0.900 0.405
```
Positions in Å, forces in eV/Å.

Output
Energy above the lowest of the compared OMol25 structures with the same formula, charge and spin: 0.00 kcal per mole
Gap between HOMO and LUMO: 9.622 eV
Max |F|: 3.34 eV/Å
HOMO: -9.1597 eV
Structure (SMILES): C[C@H](NC(=O)[C@@H](N)CCC(N)=O)B(O)O
E_tot: -20858.412 eV
Charge: 0